Record 1
ORCA calculation (wB97M-V/def2-TZVPD) on a structure of composition C11H22NO6Rb in a non-equilibrium geometry.

Structure (XYZ):
```
41
Properties=species:S:1:pos:R:3:forces:R:3:nbo_charge:R:1
Rb 4.04397 1.96197 -0.24796 1.30 -0.04 -0.12 0.9756
C 0.82671 0.65543 1.31402 -0.79 -0.41 0.01 -0.5890
C -0.61751 0.49416 0.67497 0.67 0.94 3.06 -0.4500
C -0.78340 -0.79090 -0.00330 0.18 -0.36 -2.39 -0.2078
N -2.14576 -0.97516 -0.77900 0.64 -0.01 0.86 -0.2139
C -1.92231 -2.11632 -1.77272 -0.50 -0.74 -0.26 -0.2092
C -1.61224 -3.49790 -1.11924 0.71 1.60 -0.23 -0.4213
C -2.80948 -3.92745 -0.30488 0.07 1.21 0.59 -0.4018
C -3.29083 -2.77456 0.66430 0.33 0.48 0.55 -0.4409
C -3.28807 -1.27695 0.17638 -0.96 -1.34 -0.72 -0.2286
C -2.59071 0.23132 -1.58913 1.01 -0.79 0.34 -0.3970
H 1.12800 -0.32545 1.68168 0.20 0.04 0.12 0.2129
H 0.76700 1.32843 2.16936 -0.15 -0.11 -0.01 0.2404
H 1.64122 1.06852 0.71902 -0.52 -0.21 -0.51 0.1909
H -0.86716 1.42260 0.16138 -0.26 -0.40 -0.30 0.2318
H -1.23355 0.35098 1.56271 -0.38 1.02 0.21 0.2133
H -0.62869 -1.69127 0.59125 -0.40 0.41 0.37 0.2387
H 0.06889 -0.77910 -0.68269 -0.47 -0.70 -1.08 0.2199
H -1.20116 -1.75912 -2.50787 0.34 -0.06 0.35 0.2318
H -2.84509 -2.21236 -2.34486 -0.26 0.05 0.15 0.2175
H -0.69647 -3.37046 -0.54199 -0.11 -0.13 0.45 0.2071
H -1.28342 -4.23842 -1.84835 -0.50 0.17 -0.39 0.2570
H -2.52476 -4.81493 0.26028 -0.43 0.05 0.14 0.2464
H -3.61739 -4.16130 -0.99821 -0.09 -0.17 0.13 0.2185
H -2.73922 -2.68800 1.60043 0.74 -0.69 -0.12 0.2174
H -4.25911 -3.05064 1.08179 -0.35 0.31 -0.48 0.2543
H -3.39193 -0.54278 0.97532 1.08 -0.18 0.37 0.2416
H -4.19862 -0.98552 -0.34713 -0.04 -0.65 -0.66 0.2203
H -1.69301 0.47354 -2.15794 -0.45 0.45 -0.36 0.2243
H -2.92205 1.05583 -0.95786 0.22 -0.19 0.08 0.2383
H -3.42673 -0.13300 -2.18616 0.26 0.29 -0.21 0.2352
O 1.74042 5.69915 1.39405 1.42 -0.94 2.57 -0.6114
C 2.30495 4.55152 1.87782 -1.12 1.41 -1.64 0.9008
O 2.18999 3.64072 1.03644 1.06 -1.38 1.63 -0.6708
O 2.85679 4.44724 3.01568 -0.13 -0.08 -0.27 -0.1221
H 1.57783 5.14172 0.62956 -1.31 1.18 -2.21 0.4989
O 8.47756 2.90714 -0.53518 1.17 1.88 -0.29 -0.6842
C 7.24384 2.50645 -0.34669 0.58 -4.55 -0.44 0.9020
O 6.56077 3.13306 0.43275 -3.18 3.58 2.39 -0.8640
O 6.97440 1.40196 -0.76051 -1.93 -3.15 -2.26 -0.8072
H 8.18632 3.63983 0.01249 2.36 2.21 0.59 0.4843
```
Forces are in eV/Å.

Its total charge is +1. The value obtained for the HOMO-LUMO gap (spin up / spin down) is 6.41 / 2.38 eV. As for the multiplicity: 2. The electronic energy is -26184.654 eV.

---

Record 2
ORCA calculation (wB97M-V/def2-TZVPD) on a structure of composition C16H17HgNO3 in a non-equilibrium geometry.

Structure (XYZ):
```
38
Properties=species:S:1:pos:R:3:forces:R:3:nbo_charge:R:1
C -0.96862 4.28697 -0.94021 2.38 2.22 1.50 -0.2927
O -1.79210 3.78548 0.16594 1.72 0.23 -0.57 -0.5514
C -1.20665 2.61830 0.78406 0.61 -1.32 1.50 -0.1576
C -1.70759 1.23457 0.16481 -1.62 -1.72 -0.91 -0.0844
C -3.07391 0.76053 0.19332 2.38 0.84 -0.50 -0.1880
C -3.41631 -0.66141 -0.45762 -2.84 -1.32 -1.26 0.4686
O -4.56170 -0.90773 -0.92772 4.61 1.20 2.05 -0.4211
C -2.26958 -1.79587 -0.53357 1.34 -0.02 0.60 0.1853
N -2.62004 -3.23327 -0.49837 0.39 3.61 -1.89 -0.7358
C -0.91379 -1.34782 -0.59348 -0.85 0.62 0.36 -0.0982
C 0.37381 -2.33219 -0.63144 0.35 1.35 1.25 -0.5013
C 1.42537 -1.64872 0.39438 0.35 0.56 1.66 0.0967
C 0.88865 -1.51580 1.87862 3.83 1.76 -0.61 -0.2433
C 1.79874 -0.83912 2.91958 0.06 -0.51 -3.20 -0.1986
C 3.20625 -0.28729 2.52638 -1.45 -1.48 -3.16 -0.0939
C 3.71594 -0.46009 1.04493 -2.93 -1.11 0.34 -0.2158
C 2.84342 -1.13543 -0.04817 -0.47 0.36 2.81 0.0463
C 3.28924 -1.30116 -1.58709 -0.85 0.89 0.70 -0.6674
C -0.66616 0.24194 -0.57837 1.74 0.62 -0.67 0.5107
O 0.31706 0.80400 -1.12811 -3.18 -1.99 1.84 -0.5196
H 0.16292 4.12713 -0.75576 -1.87 -0.14 -0.43 0.2752
H -1.08045 5.42361 -1.10760 -0.44 -1.92 0.36 0.2920
H -1.20958 3.75737 -1.97768 3.06 1.99 0.33 0.0464
H -1.50468 2.65079 1.89896 0.20 -0.08 -1.84 0.2702
H -0.05724 2.62623 0.77459 -1.73 0.09 -0.30 0.2487
H -3.84374 1.45273 0.68091 0.69 -1.52 -0.76 0.2868
H -1.90961 -3.72283 -1.07616 -0.50 0.17 0.76 0.3987
H -3.51589 -3.33904 -1.01183 0.35 -0.06 0.77 0.4187
H 0.11962 -3.35149 -0.14630 0.15 1.61 -1.00 0.2814
H 0.80685 -2.45589 -1.67824 -0.68 0.16 1.47 0.2755
H -0.16433 -1.89844 2.14710 1.99 0.61 -0.44 0.2530
H 1.39802 -0.72132 3.97666 0.80 -0.19 -1.55 0.2579
H 3.90162 0.25223 3.26838 -1.40 -1.07 -1.20 0.2676
H 4.74906 -0.06447 0.72324 -1.85 -0.72 0.77 0.2625
H 4.39462 -1.08830 -1.75962 -1.54 -0.34 0.45 0.2648
H 3.00651 -2.31216 -2.03170 0.50 1.24 0.87 0.2454
H 2.66760 -0.51197 -2.16377 1.07 -1.19 0.81 0.2492
Hg -2.58330 2.90989 -1.90905 -4.35 -3.44 -0.90 1.0677
```
Forces are in eV/Å.

Its total charge is +2. The value obtained for the HOMO-LUMO gap is 2.39 eV. The electronic energy is -28645.355 eV.

---

Record 3
ORCA calculation (wB97M-V/def2-TZVPD) on a cluster of 14 separate species, C28H84O28 in total in a non-equilibrium geometry.

Structure (XYZ):
```
140
Properties=species:S:1:pos:R:3:forces:R:3:lowdin_charge:R:1
C -3.93533 -2.43385 19.14120 0.41 0.82 -0.04 -0.2267
C -4.02134 -1.31574 18.08982 -0.29 -1.96 -0.21 -0.2250
O -4.27000 -1.96400 16.85545 1.24 0.22 -0.66 -0.0740
O -2.72538 -3.22283 19.01620 -1.13 0.43 0.11 -0.0616
H -4.79875 -3.08984 19.03046 -0.16 0.17 0.13 0.1133
H -3.95808 -1.93351 20.10932 0.04 -0.24 0.47 0.0885
H -3.04581 -0.83049 18.05856 -0.03 0.20 -0.22 0.1191
H -4.80416 -0.60325 18.34992 -0.05 0.14 0.12 0.1009
H -5.18643 -1.97863 16.56988 -0.34 0.40 0.57 0.0442
H -3.09033 -4.10812 18.94790 0.57 -0.20 -0.15 0.0723
C -10.81120 -6.07554 18.38193 1.07 -0.92 -0.80 -0.2140
C -10.23494 -6.55865 16.99114 -1.78 1.32 0.54 -0.2213
O -8.85157 -6.54882 17.05596 0.87 -0.47 0.14 -0.0718
O -10.46692 -6.98513 19.42442 -1.16 0.38 -0.83 -0.0626
H -11.88333 -5.87946 18.36797 -0.04 -0.39 -0.03 0.1048
H -10.30801 -5.12480 18.55801 -0.04 0.25 0.07 0.0933
H -10.49612 -5.79643 16.25704 -0.21 0.06 -0.17 0.1100
H -10.60531 -7.50741 16.60283 -0.21 -0.20 0.39 0.1209
H -8.64602 -7.20453 17.72633 0.72 -0.23 0.32 0.0767
H -9.53700 -6.85085 19.62145 0.22 -0.04 0.47 0.0175
C -6.89307 -6.92269 20.28739 0.73 1.36 1.28 -0.2199
C -7.23449 -5.42926 20.32544 -2.26 -0.70 1.81 -0.1483
O -8.47156 -5.24880 21.14666 1.34 -1.27 -1.21 -0.0927
O -7.91493 -7.70119 19.71082 0.54 -0.17 -0.60 -0.0604
H -6.72280 -7.35615 21.27289 -0.02 0.57 0.37 0.1062
H -5.90096 -6.93492 19.83609 -0.05 -0.58 -0.86 0.1216
H -7.43420 -5.10487 19.30416 0.30 0.35 -0.05 0.1053
H -6.48289 -4.86596 20.87851 0.50 -0.03 -0.67 0.1068
H -8.71403 -4.32031 21.12005 -0.01 0.56 0.01 0.0185
H -7.86782 -8.52300 20.20478 -0.50 -0.24 -0.32 0.1152
C -4.00812 -1.15966 23.70993 -0.43 1.74 1.40 -0.1615
C -4.00729 0.03629 22.74461 0.19 -1.91 -1.26 -0.2431
O -3.97890 1.32001 23.27362 -0.58 0.87 0.45 -0.0480
O -5.32018 -1.63709 24.01562 0.62 -1.12 -1.35 -0.0973
H -3.68636 -0.77148 24.67631 0.84 0.06 0.06 0.1195
H -3.29768 -1.92423 23.39559 -0.68 -0.38 -0.08 0.1332
H -4.89963 -0.05825 22.12585 -0.39 0.21 0.18 0.1041
H -3.23622 -0.14623 21.99613 0.58 0.34 0.10 0.1223
H -3.13060 1.58302 23.63807 0.17 -0.30 -0.11 0.1135
H -5.88428 -0.93332 24.34438 -0.50 0.82 0.20 0.0465
C -6.31737 1.20317 25.79199 -1.28 1.10 0.09 -0.1544
C -6.28996 2.76314 25.48994 -0.25 -1.94 -0.05 -0.1929
O -7.59217 3.29646 25.42759 0.30 -0.14 0.52 -0.0752
O -6.93069 0.40469 24.73149 2.33 0.88 0.73 -0.0987
H -6.95451 1.03746 26.66072 -0.18 0.27 0.30 0.1066
H -5.34404 0.87526 26.15695 0.23 -0.41 -0.91 0.1129
H -5.82911 2.87716 24.50877 0.51 0.18 0.16 0.0947
H -5.76385 3.27124 26.29812 0.29 -0.04 -0.14 0.1214
H -7.81910 3.35276 24.49650 -0.71 0.01 -0.48 0.0375
H -7.82264 0.75204 24.65825 -0.88 -0.13 -0.04 0.0398
C -6.39778 3.52139 21.52019 -0.52 0.23 1.52 -0.2009
C -7.89784 3.89474 21.71916 0.79 -1.23 0.95 -0.1679
O -8.53049 3.29104 22.88344 1.20 0.24 -1.36 -0.0824
O -6.12050 2.12829 21.37336 -1.03 0.39 -1.05 -0.0647
H -5.81329 3.81274 22.39288 -0.09 0.59 0.04 0.1114
H -6.11256 4.15765 20.68238 0.46 -0.36 -0.37 0.1156
H -8.36889 3.52451 20.80858 -0.45 0.24 -0.01 0.0869
H -8.02135 4.96891 21.85699 0.31 0.13 -0.55 0.1268
H -9.38999 3.05713 22.52544 -0.72 -0.27 0.47 0.0398
H -5.39530 1.89278 21.95664 0.16 0.15 0.26 0.0339
C -8.29107 -3.33708 16.92328 0.55 -0.01 -0.72 -0.2305
C -8.07791 -1.98742 16.20568 0.64 -0.32 0.80 -0.1403
O -6.91122 -1.28053 16.74443 -0.85 -0.77 -1.24 -0.1139
O -7.36961 -4.32235 16.46867 0.33 1.05 0.06 -0.0621
H -9.26813 -3.78060 16.73158 -0.51 0.66 0.09 0.1050
H -8.16583 -3.15412 17.99049 -0.10 -0.02 0.36 0.1028
H -8.95958 -1.35462 16.30738 -0.12 0.05 0.06 0.1096
H -7.88959 -2.15825 15.14575 0.12 0.06 0.10 0.1290
H -7.10989 -0.86582 17.58713 -0.28 -0.01 0.69 0.0421
H -7.82437 -5.15719 16.60228 0.05 -0.59 0.05 0.0250
C -12.34117 -1.76239 23.85684 -1.19 1.17 0.24 -0.1871
C -13.65344 -1.29673 23.19728 0.82 -0.75 -1.44 -0.2081
O -13.80003 -1.90422 21.90635 -0.84 -0.44 1.08 -0.0860
O -11.22820 -1.00362 23.39463 0.10 0.24 0.17 -0.0820
H -12.18361 -2.83805 23.77778 -0.05 0.07 -0.04 0.1329
H -12.49665 -1.44887 24.88914 0.52 -0.37 0.34 0.1069
H -13.65334 -0.21291 23.08135 0.28 0.28 0.16 0.1014
H -14.53714 -1.51389 23.79729 0.10 -0.46 -0.01 0.1182
H -13.21993 -1.51831 21.24593 0.23 0.51 -0.28 0.0166
H -10.85401 -1.32667 22.57170 -0.12 -0.58 -0.18 0.0622
C -12.81807 -3.09616 18.72860 0.83 2.27 -0.54 -0.1963
C -12.55825 -1.54991 18.49348 -0.12 0.56 0.26 -0.1467
O -12.81890 -0.72182 19.68216 0.62 -2.50 -0.38 -0.1034
O -11.99869 -3.55585 19.76885 -0.26 0.07 1.37 -0.0883
H -12.38981 -3.68040 17.91413 -1.01 0.45 -1.03 0.1064
H -13.88552 -3.20539 18.92021 0.08 -0.45 -0.05 0.1310
H -13.11739 -1.13001 17.65733 -0.70 -0.47 0.01 0.1135
H -11.54828 -1.39341 18.11456 0.56 -0.18 0.61 0.0986
H -12.97693 0.21597 19.55106 0.01 0.35 -0.85 0.0295
H -12.56346 -4.11745 20.30481 0.33 -0.09 0.53 0.1110
C -13.18912 2.43095 20.96912 -0.86 0.09 0.38 -0.1881
C -11.96540 2.14376 21.74588 0.95 -2.25 0.18 -0.2577
O -10.98930 3.11479 21.63997 0.77 1.68 -0.04 -0.0448
O -13.02446 1.94824 19.61924 -0.09 0.59 0.43 -0.0636
H -13.41126 3.49792 20.95141 0.15 0.11 0.04 0.1348
H -14.01072 1.96310 21.51151 -0.37 -0.34 -0.53 0.1243
H -11.46926 1.27438 21.31446 -0.59 -0.79 -0.27 0.1168
H -12.08304 1.80068 22.77376 -0.39 0.77 0.20 0.1271
H -10.86591 3.18016 20.69018 0.43 0.42 -0.19 0.1010
H -13.46172 2.57943 19.04306 -0.10 -0.15 -0.23 0.1069
C -8.02985 1.65542 18.25820 1.38 -0.86 -0.46 -0.1807
C -7.01478 2.29288 17.26382 -1.81 -1.07 -0.29 -0.1963
O -6.92928 1.47979 16.07388 -0.25 1.73 0.37 -0.0662
O -7.36694 0.51750 18.84624 -0.62 0.21 0.37 -0.1030
H -8.89439 1.21180 17.76435 0.05 0.34 -0.60 0.1173
H -8.45435 2.34715 18.98582 0.45 0.11 0.31 0.0926
H -6.02024 2.44759 17.68224 -0.13 -0.04 0.37 0.1193
H -7.49005 3.25095 17.05336 0.43 0.20 -0.78 0.1099
H -6.84306 0.54772 16.28700 0.23 -0.44 0.26 0.0308
H -7.07405 0.76797 19.72549 0.42 0.00 0.33 0.0577
C -10.62076 1.09079 25.83529 0.29 -0.58 0.72 -0.1823
C -10.11259 1.44363 27.24666 0.04 -1.59 -0.75 -0.2724
O -9.45772 2.64738 27.34102 -0.23 0.92 0.23 -0.0466
O -9.58979 0.57637 24.96386 -0.18 1.15 0.63 -0.0932
H -11.13511 1.96848 25.44387 -0.01 0.01 -0.40 0.1205
H -11.28583 0.23278 25.93328 -0.59 0.32 0.24 0.1051
H -9.38541 0.67167 27.49845 -0.16 -0.65 0.25 0.1154
H -10.94410 1.37265 27.94783 -0.03 0.29 0.03 0.1210
H -8.72855 2.55976 26.72277 0.49 0.82 -0.37 0.0312
H -10.05914 -0.09191 24.45917 0.05 -0.41 -0.61 0.0364
C -6.82336 -6.14551 24.11178 -0.63 -0.25 0.27 -0.2453
C -6.68230 -4.69559 23.92391 -1.02 1.37 -0.62 -0.3114
O -5.40650 -4.24980 24.15112 1.67 -0.36 0.30 -0.0499
O -6.39838 -6.59768 25.39237 -0.40 -0.13 -0.32 -0.0468
H -6.33727 -6.68439 23.29851 0.23 -0.18 0.05 0.1041
H -7.90245 -6.25389 24.00261 -0.06 -0.81 0.19 0.1266
H -7.36571 -4.11086 24.53964 -0.39 -0.32 0.68 0.1322
H -7.01554 -4.40551 22.92746 -0.05 -0.40 -0.46 0.0912
H -5.49012 -3.29393 24.18167 0.55 0.52 0.15 0.0210
H -5.57173 -6.15347 25.59468 0.17 0.19 -0.08 0.0747
C -9.00043 -1.46853 20.75858 0.64 -0.30 0.72 -0.1904
C -7.76787 -1.25987 21.65872 -1.50 1.23 -0.15 -0.2508
O -6.70834 -2.03837 21.22469 0.41 -0.34 -0.19 -0.0308
O -9.56569 -2.72611 21.09457 0.16 -0.10 0.52 -0.0745
H -8.71965 -1.43148 19.70602 0.16 0.06 0.00 0.1033
H -9.72831 -0.67941 20.94716 -0.08 0.33 -0.02 0.1051
H -7.99218 -1.37088 22.71960 -0.44 -0.94 0.18 0.1220
H -7.53760 -0.19546 21.70471 0.30 0.51 -0.74 0.0994
H -6.07527 -1.98645 21.94450 0.48 -0.36 0.23 0.0570
H -10.24803 -3.00921 20.48147 -0.53 0.12 -0.39 0.0573
```
Forces are in eV/Å.

The energy above the lowest of the compared OMol25 structures with the same formula, charge and spin comes out at 2.3184 eV. The value obtained for the HOMO-LUMO gap is 8.63 eV. The electronic energy is -87721.085 eV.

---

Record 4
ORCA calculation (wB97M-V/def2-TZVPD) on a cluster of 3 separate species, C4H14N8O5PS in total.

Structure (XYZ):
```
33
Properties=species:S:1:pos:R:3:forces:R:3:nbo_charge:R:1
O -2.67763 1.94067 -2.49433 0.22 -0.06 -0.19 -0.5110
N -2.20064 0.99197 -1.60154 -0.16 -0.13 -0.07 -0.4223
C -1.30330 0.14178 -2.09405 0.05 -0.03 -0.14 0.5652
N -0.70079 -0.84249 -1.40640 -0.03 0.09 -0.07 -0.4914
C 0.10139 -1.42519 -2.28249 -0.07 -0.06 0.31 0.2788
N 0.02566 -0.85108 -3.47978 0.06 -0.18 0.13 -0.3355
N -0.88349 0.16087 -3.36880 -0.04 0.18 -0.02 -0.3637
P -2.69052 1.06957 0.07630 -0.02 0.10 0.37 1.9013
O -3.01646 -0.45133 0.40320 0.13 0.13 -0.13 -0.9799
O -4.13628 1.65745 -0.12596 0.10 0.03 0.11 -0.9730
S -1.42975 2.02633 1.10541 -0.12 -0.03 -0.17 -0.4680
H -2.13863 2.73714 -2.35268 -0.08 0.10 0.12 0.4917
H 0.72884 -2.27524 -2.03915 0.10 -0.21 -0.15 0.2979
H 0.49838 -1.07946 -4.34042 -0.04 0.06 -0.03 0.4568
H -1.17365 0.75531 -4.12975 0.01 -0.05 -0.03 0.4613
H -2.22248 -0.93991 0.66108 0.03 -0.11 0.08 0.5366
H -4.84666 1.05212 0.12252 -0.11 -0.01 -0.06 0.5357
C 1.63714 4.41545 2.81523 0.05 -0.03 0.02 0.7727
O 0.88185 4.93222 2.01185 -0.03 0.00 -0.04 -0.6633
N 1.38305 3.17915 3.34983 0.04 0.07 -0.08 -0.8530
N 2.78932 5.01574 3.23706 0.00 -0.02 -0.05 -0.8464
H 1.98776 2.71021 3.99612 -0.02 0.02 0.03 0.3891
H 0.52722 2.74882 3.05762 0.00 -0.10 0.10 0.4028
H 2.99380 5.92444 2.86554 -0.01 0.01 0.01 0.4114
H 3.41408 4.60812 3.90575 -0.02 0.01 0.02 0.3889
C 1.45330 -4.58181 -0.19647 0.07 -0.22 0.04 0.7851
O 1.21163 -4.16008 -1.32528 -0.08 0.34 -0.08 -0.7227
N 2.69842 -4.52173 0.34446 -0.05 0.10 0.01 -0.8309
N 0.49058 -5.14915 0.57901 -0.01 0.13 0.02 -0.8335
H 2.92230 -4.88143 1.25321 0.00 -0.03 -0.01 0.3979
H 3.43216 -4.13748 -0.22093 0.01 -0.03 -0.01 0.4124
H -0.42597 -5.24392 0.18344 0.01 -0.04 -0.02 0.4113
H 0.66935 -5.52705 1.49039 0.02 -0.04 -0.02 0.3977
```
Forces are in eV/Å.

Its total charge is +1. The value obtained for the HOMO-LUMO gap is 8.92 eV. The electronic energy is -46653.952 eV.